[1]
DFT (the ωB97M-V functional and the def2-TZVPD basis) results for a structure of composition C21H24As2F3N2S2Tl.

```
55
Properties=species:S:1:pos:R:3:forces:R:3:mulliken_charge:R:1
Tl 0.314 0.745 -2.379 -0.111 -0.038 -0.145 0.757
C 3.792 -2.445 0.081 -0.170 -0.028 -0.030 -1.203
As 2.316 -1.508 -0.842 0.667 -0.216 -0.059 0.508
C 2.878 -1.912 -2.690 -0.182 -0.046 0.054 -1.152
C 3.053 0.319 -0.692 -0.061 -0.256 0.087 0.360
C 4.192 0.726 -1.380 0.054 -0.141 -0.058 -0.232
C 4.701 2.007 -1.252 -0.056 -0.009 0.004 -0.903
C 4.051 2.938 -0.455 -0.044 -0.060 0.021 -0.826
C 2.917 2.562 0.245 -0.214 0.126 0.196 -1.093
C 2.437 1.257 0.132 -0.458 -0.116 0.361 0.436
As 1.036 0.857 1.469 0.485 -0.085 0.645 0.821
C 1.980 1.053 3.160 0.010 0.035 0.079 -1.122
C 0.044 -0.813 1.695 0.057 0.003 -0.307 -0.949
H 4.756 -2.081 -0.271 -0.062 0.030 -0.022 0.388
H 3.714 -3.514 -0.129 -0.045 0.100 0.005 0.441
H 3.720 -2.301 1.159 -0.014 0.020 -0.037 0.331
H 3.945 -2.110 -2.765 0.044 0.145 0.081 0.438
H 2.608 -1.092 -3.362 0.056 -0.090 0.040 0.347
H 2.353 -2.811 -3.018 -0.065 0.098 0.085 0.371
H 4.704 0.011 -2.010 0.051 0.007 -0.066 0.407
H 5.610 2.282 -1.765 0.053 0.021 -0.103 0.443
H 4.441 3.941 -0.373 -0.038 0.099 0.060 0.447
H 2.407 3.282 0.881 0.116 -0.015 -0.090 0.379
H 2.191 2.107 3.364 -0.072 -0.173 -0.157 0.421
H 2.927 0.505 3.132 -0.183 0.036 -0.134 0.421
H 1.351 0.657 3.965 0.032 0.080 -0.204 0.415
H 0.729 -1.559 2.104 0.036 0.149 -0.149 0.521
H -0.393 -1.165 0.761 0.157 0.085 0.109 0.216
H -0.740 -0.616 2.428 0.066 0.217 0.019 0.494
F -4.447 2.729 3.128 -0.169 -0.031 -0.165 -0.267
C -3.198 2.719 2.689 0.164 -0.097 0.428 0.654
F -2.773 3.985 2.600 0.005 0.073 -0.186 -0.202
F -2.442 2.123 3.637 -0.162 -0.064 0.014 -0.203
C -3.050 1.979 1.377 0.206 -0.019 0.092 -0.114
C -4.147 1.426 0.735 0.292 0.001 -0.133 -0.326
C -3.936 0.720 -0.439 0.019 0.129 0.174 -1.063
C -2.640 0.556 -0.890 -0.205 -0.054 0.016 0.197
N -1.572 1.070 -0.274 -0.043 0.112 -0.049 -0.016
C -1.776 1.787 0.830 -0.374 -0.111 -0.165 0.325
S -0.373 2.543 1.599 0.369 0.057 -0.072 -0.263
H -5.137 1.533 1.151 -0.062 0.089 0.037 0.558
H -4.764 0.300 -0.983 -0.081 -0.123 -0.099 0.453
H -2.434 -0.033 -1.774 -0.090 -0.055 -0.048 0.183
S -0.807 -2.060 -2.409 0.184 0.292 0.596 -0.383
C -1.065 -2.650 -3.970 -0.107 0.121 -0.300 0.691
N -1.711 -3.839 -4.097 0.124 0.271 0.056 -0.025
C -1.988 -4.411 -5.284 0.031 -0.128 -0.606 -0.251
C -1.604 -3.804 -6.445 0.019 0.070 0.110 -0.608
C -0.931 -2.570 -6.376 -0.193 -0.218 0.134 -0.296
C -0.672 -2.000 -5.158 -0.045 -0.198 0.079 -0.567
H -1.998 -4.292 -3.233 0.030 0.040 -0.139 0.251
H -2.514 -5.354 -5.269 -0.008 -0.023 0.109 0.428
H -1.821 -4.264 -7.394 -0.048 -0.079 -0.059 0.414
H -0.635 -2.070 -7.287 0.048 0.029 -0.063 0.426
H -0.162 -1.051 -5.073 -0.013 -0.061 -0.046 0.121
```
Positions in Å, forces in eV/Å.

Summary:
HOMO level in eV: -13.506
Net charge: +2
LUMO in eV: -5.8
Kohn-Sham gap in eV: 7.6820

***

[2]
DFT (the ωB97M-V functional and the def2-TZVPD basis) results for an isolated molecule of C8H11NO4 in a non-equilibrium geometry.

```
24
Properties=species:S:1:pos:R:3:forces:R:3:mulliken_charge:R:1
C 4.326 0.817 0.715 -0.788 0.380 0.120 -0.609
O 3.685 0.079 -0.404 2.044 2.290 0.317 -0.263
O 2.738 -0.820 -0.038 -4.985 0.546 -0.321 -0.226
C 1.274 -0.138 -0.429 4.794 0.226 1.738 0.282
C 1.057 1.231 -0.491 -0.501 0.903 -0.176 -0.527
C -0.354 1.369 -0.486 -0.432 -1.957 0.021 -0.521
C -0.893 0.101 -0.370 0.033 -1.774 0.122 -0.015
C -2.301 -0.347 -0.202 0.843 2.301 0.336 0.650
O -2.657 -1.474 0.031 -0.430 0.685 -0.336 -0.581
O -3.115 0.827 -0.206 2.584 -1.970 0.193 -0.294
C -4.477 0.511 -0.024 0.100 2.067 -2.422 -0.685
N 0.176 -0.862 -0.317 -0.869 1.118 -0.252 0.114
C 0.155 -2.248 0.077 0.890 -2.150 -4.800 -0.897
H 4.847 1.673 0.240 0.064 -1.001 -0.052 0.277
H 4.965 0.189 1.348 0.124 -0.110 -0.687 0.272
H 3.679 1.339 1.454 -0.563 -0.657 -0.766 0.282
H 1.689 2.131 -0.479 0.181 -1.160 -0.170 0.422
H -1.086 2.149 -0.559 0.529 0.823 -0.029 0.525
H -4.728 0.262 -1.106 -1.047 -0.227 1.756 0.272
H -4.925 1.491 0.297 -0.011 -1.282 -0.225 0.202
H -4.467 -0.256 0.696 -1.151 -1.085 0.670 0.325
H -0.451 -2.345 0.872 -1.699 -0.599 3.059 0.409
H -0.281 -2.969 -0.744 0.260 1.772 1.190 0.259
H 1.146 -2.709 0.126 0.031 0.860 0.713 0.328
```
Positions in Å, forces in eV/Å.

Summary:
HOMO level in eV: -8.536
Net charge: 0
LUMO in eV: 0.8
SMILES: COOc1ccc(C(=O)OC)n1C
Kohn-Sham gap in eV: 9.3222

***

[3]
DFT (the ωB97M-V functional and the def2-TZVPD basis) results for an isolated molecule of C5H11N in a non-equilibrium geometry.

```
17
Properties=species:S:1:pos:R:3:forces:R:3:mulliken_charge:R:1
C -1.336 -1.165 -1.446 -0.424 0.103 0.010 -1.048
C -0.934 -0.381 -0.451 -0.294 0.046 0.300 0.773
C -1.776 0.777 0.032 -0.457 -0.653 -0.310 -1.211
C 0.348 -0.651 0.301 -0.003 0.169 -1.117 -0.696
C 1.358 0.490 0.190 0.605 0.307 -0.750 -0.311
N 2.175 0.571 1.404 -0.421 0.445 -0.212 -0.650
H -2.269 -0.965 -1.968 0.135 0.016 0.052 0.264
H -0.824 -2.072 -1.731 0.286 0.003 -0.054 0.277
H -2.543 1.054 -0.688 0.224 0.150 -0.360 0.361
H -1.152 1.627 0.261 -0.095 0.326 0.305 0.304
H -2.385 0.463 0.886 0.487 0.136 0.342 0.287
H 0.798 -1.494 -0.223 0.048 -0.379 0.505 0.267
H 0.175 -0.880 1.348 -0.142 -0.030 0.183 0.376
H 1.986 0.315 -0.705 -0.145 -0.227 0.163 0.263
H 0.903 1.457 -0.075 -0.087 -0.179 0.715 0.306
H 2.521 -0.356 1.611 0.292 0.061 0.068 0.203
H 2.953 1.208 1.254 -0.009 -0.296 0.160 0.235
```
Positions in Å, forces in eV/Å.

Summary:
HOMO level in eV: -9.252
Net charge: 0
LUMO in eV: 1.1
SMILES: C=C(C)CCN
Kohn-Sham gap in eV: 10.3476

***

[4]
DFT (the ωB97M-V functional and the def2-TZVPD basis) results for a structure of composition C21H17F5N4O7SeW in a non-equilibrium geometry.

```
56
Properties=species:S:1:pos:R:3:forces:R:3:mulliken_charge:R:1
W 0.206 -0.489 -0.160 0.471 -0.814 2.098 1.630
O -0.362 3.050 -2.043 0.310 -1.752 0.001 -0.689
C -0.203 1.858 -1.824 -0.144 1.906 1.222 0.041
O -0.158 1.331 -0.586 -0.770 2.106 -1.475 0.101
C -0.148 0.771 -2.803 0.055 -1.577 -0.927 0.564
C -0.112 0.847 -4.200 -0.025 -0.145 1.042 -0.906
C -0.123 -0.333 -4.931 -0.056 -0.210 0.153 -0.367
C -0.224 -1.568 -4.285 -0.031 0.380 0.804 -0.815
C -0.235 -1.585 -2.889 0.058 1.193 -0.592 0.587
N -0.161 -0.435 -2.164 -0.279 0.491 -3.104 0.068
C -0.306 -2.733 -1.966 0.100 -1.651 0.679 0.384
O -0.379 -3.916 -2.263 0.030 1.549 0.088 -0.686
O -0.255 -2.278 -0.714 -0.833 -2.004 -1.204 -0.881
H -0.065 1.818 -4.664 -0.028 0.129 -0.073 0.573
H -0.068 -0.296 -6.008 -0.032 -0.003 -0.084 0.464
H -0.297 -2.495 -4.828 0.049 -0.131 -0.013 0.543
C -3.035 0.731 -0.409 0.131 0.153 -0.127 -0.941
O -2.205 -0.116 0.395 -0.049 -0.053 -0.030 -0.138
C -2.991 -1.037 1.158 0.298 -0.277 0.286 -0.716
C -2.153 -1.560 2.317 -0.017 0.269 -0.264 -0.664
O -0.965 -2.089 1.755 -0.413 -0.447 0.387 -0.067
C -0.114 -2.709 2.708 0.356 0.149 -0.152 -0.876
C 1.032 -3.341 1.928 -0.411 0.071 0.051 -0.642
O 1.624 -2.391 1.045 0.062 -0.022 0.161 -0.168
C 2.454 -3.081 0.104 0.084 0.075 -0.123 -0.885
H -3.804 1.198 0.215 0.112 -0.105 -0.053 0.446
H -2.409 1.519 -0.832 -0.189 -0.203 0.160 0.192
H -3.511 0.161 -1.215 0.017 -0.017 0.095 0.260
H -3.870 -0.521 1.561 0.078 -0.033 -0.080 0.499
H -3.315 -1.857 0.505 0.019 0.062 0.100 0.349
H -1.915 -0.747 3.021 -0.018 -0.137 -0.175 0.263
H -2.707 -2.344 2.849 0.005 0.036 -0.065 0.451
H 0.241 -1.962 3.438 -0.067 -0.207 -0.173 0.393
H -0.659 -3.495 3.245 0.069 0.033 -0.030 0.466
H 1.797 -3.717 2.620 -0.129 -0.031 -0.082 0.427
H 0.632 -4.170 1.326 0.074 0.087 0.136 0.409
H 3.312 -3.529 0.616 -0.113 0.032 -0.010 0.305
H 1.876 -3.860 -0.407 0.059 0.054 0.085 0.395
H 2.804 -2.352 -0.630 -0.020 -0.245 0.253 0.219
F -0.473 6.291 1.686 0.016 -0.113 0.018 -0.311
C -0.237 4.983 1.793 0.059 -0.313 0.000 0.523
C 0.713 4.381 0.965 -0.119 -0.158 0.318 0.267
F 1.376 5.117 0.079 0.023 0.013 -0.020 -0.323
C 0.967 3.026 1.112 -0.058 -0.227 0.350 0.056
F 1.909 2.416 0.374 0.052 0.894 0.113 -0.411
C 0.260 2.242 2.020 0.030 0.063 0.001 0.217
Se 0.631 0.367 2.161 0.424 0.959 1.134 -0.231
C -0.695 2.861 2.819 0.313 -0.249 -0.347 0.124
F -1.408 2.109 3.673 -0.053 0.331 0.049 -0.354
C -0.936 4.225 2.730 0.102 -0.066 -0.122 0.157
F -1.836 4.806 3.531 0.057 -0.001 -0.138 -0.305
N 5.888 2.474 -0.595 0.414 0.539 0.096 -0.534
C 5.084 1.675 -0.790 0.231 0.340 0.286 0.447
N 4.273 0.707 -1.059 0.028 -0.628 -0.561 -0.713
C 3.142 0.316 -0.802 -1.348 -0.953 0.120 0.988
N 2.111 -0.274 -0.679 1.017 0.856 -0.262 -0.186
```
Positions in Å, forces in eV/Å.

Summary:
Multiplicity: 3
HOMO level (alpha / beta) in eV: -7.477 / -8.304
Net charge: 0
LUMO (alpha / beta) in eV: -1.2 / -1.8
Kohn-Sham gap (alpha / beta) in eV: 6.2565 / 6.4748

***

These records have relative energy (zero: lowest compared OMol25 entry of this formula, charge and spin) values of 3.0; 122.9; 19.5; 38.0 kcal/mol, in the order they appear.